Computed, not measured: a 12-piece molecular cluster, C58H65F11N4O36 overall, with the ωB97M-V functional and the def2-TZVPD basis.

CARTESIAN COORDINATES (ANGSTROEM)
H -0.991 7.759 1.628
N -1.601 7.329 2.326
C -2.333 6.457 1.734
N -3.318 5.760 2.565
N -2.309 6.128 0.320
C -0.957 5.658 -0.145
C -0.771 5.842 -1.738
C 0.550 6.643 -2.050
C 1.537 5.941 -3.059
C 1.808 4.463 -2.559
C 2.058 4.210 -1.150
C 2.261 2.822 -0.703
C 2.194 1.786 -1.710
C 1.980 2.053 -3.148
C 1.782 3.419 -3.587
C 1.938 0.840 -4.137
O 2.499 0.858 -5.211
C 1.157 -0.389 -3.587
C 0.252 -1.196 -4.399
N 0.065 -0.877 -5.775
C -0.456 -2.303 -3.729
C -0.283 -2.594 -2.293
C -1.121 -3.756 -1.692
C -0.993 -3.915 -0.133
C -2.221 -3.374 0.700
C -2.540 -4.368 1.913
C -2.676 -3.526 3.246
O -2.791 -4.368 4.410
C -1.855 -3.869 5.397
C 0.648 -1.756 -1.555
C 1.376 -0.658 -2.153
C 2.342 0.274 -1.351
O 3.133 -0.143 -0.540
H -4.181 6.324 2.446
H -3.048 5.923 3.538
H -2.926 5.314 0.231
H -0.149 6.190 0.425
H -0.880 4.577 0.159
H -1.696 6.391 -2.073
H -0.827 4.829 -2.208
H 1.148 6.885 -1.127
H 0.276 7.634 -2.501
H 1.033 5.839 -4.064
H 2.487 6.499 -3.245
H 2.084 5.082 -0.464
H 2.457 2.572 0.364
H 1.595 3.637 -4.659
H -0.247 -1.679 -6.323
H 0.959 -0.585 -6.176
H -1.152 -2.946 -4.317
H -0.906 -4.733 -2.210
H -2.208 -3.540 -1.909
H -0.067 -3.477 0.312
H -0.937 -5.033 0.073
H -2.015 -2.382 1.198
H -3.120 -3.288 0.040
H -1.732 -5.130 2.045
H -3.542 -4.841 1.733
H -3.579 -2.862 3.221
H -1.772 -2.867 3.289
H -2.113 -2.823 5.706
H -1.875 -4.606 6.237
H -0.812 -3.902 4.971
H 0.820 -1.923 -0.464
O -0.165 9.033 0.038
C 0.625 9.788 0.515
O 1.700 10.284 -0.149
C 2.309 11.246 0.712
C 1.842 10.802 2.066
F 1.693 11.851 2.904
O 0.564 10.253 1.793
H 1.953 12.242 0.450
H 3.395 11.226 0.618
H 2.474 10.044 2.536
O -0.489 -1.283 4.464
C 0.502 -1.659 3.920
O 1.759 -1.308 4.302
C 2.666 -2.060 3.497
C 1.830 -2.379 2.294
F 2.175 -3.573 1.759
O 0.522 -2.483 2.835
H 2.978 -2.955 4.040
H 3.550 -1.474 3.248
H 1.845 -1.609 1.517
O 0.789 14.184 1.261
C -0.137 13.999 0.540
O -0.173 13.037 -0.426
C -1.491 13.051 -0.971
C -1.954 14.442 -0.649
F -3.290 14.476 -0.433
O -1.290 14.724 0.568
H -2.095 12.283 -0.482
H -1.475 12.854 -2.042
H -1.683 15.192 -1.396
O -5.645 8.126 3.050
C -6.196 7.701 4.012
O -6.918 8.460 4.879
C -7.522 7.565 5.810
C -6.617 6.370 5.735
F -7.303 5.221 5.951
O -6.178 6.389 4.390
H -8.542 7.339 5.489
H -7.557 8.000 6.808
H -5.754 6.414 6.403
O -0.994 -7.166 -0.646
C -1.245 -7.803 0.327
O -2.333 -7.607 1.110
C -2.341 -8.649 2.086
C -0.897 -9.051 2.126
F -0.763 -10.371 2.404
O -0.463 -8.820 0.797
H -2.993 -9.458 1.749
H -2.702 -8.286 3.047
H -0.286 -8.466 2.818
O 4.866 2.031 -11.622
C 4.356 1.634 -10.627
O 3.679 2.422 -9.745
C 3.111 1.555 -8.768
C 4.000 0.350 -8.853
F 3.313 -0.786 -8.577
O 4.379 0.332 -10.216
H 2.076 1.333 -9.038
H 3.125 2.014 -7.780
H 4.892 0.403 -8.224
O 1.958 3.101 7.552
C 1.111 2.743 6.801
O -0.061 2.165 7.186
C -0.853 2.009 6.009
C 0.185 2.000 4.929
F -0.297 2.540 3.783
O 1.192 2.852 5.442
H -1.542 2.852 5.921
H -1.429 1.085 6.042
H 0.610 1.016 4.723
O 4.965 -9.824 -2.360
C 4.108 -9.354 -1.680
O 2.981 -10.014 -1.307
C 2.285 -9.163 -0.397
C 2.808 -7.808 -0.766
F 2.856 -6.990 0.314
O 4.133 -8.084 -1.186
H 2.536 -9.446 0.629
H 1.211 -9.243 -0.528
H 2.260 -7.318 -1.574
O -2.956 0.604 -0.678
C -3.244 0.665 -1.828
O -2.407 1.113 -2.805
C -3.075 0.901 -4.045
C -4.517 0.861 -3.632
F -5.234 0.033 -4.432
O -4.459 0.302 -2.336
H -2.737 -0.042 -4.483
H -2.864 1.707 -4.747
H -5.001 1.840 -3.589
O -3.839 -10.656 5.678
C -3.177 -11.641 5.638
O -2.806 -12.360 6.732
C -2.142 -13.527 6.257
C -1.680 -13.095 4.897
F -1.660 -14.139 4.033
O -2.687 -12.190 4.486
H -2.851 -14.358 6.214
H -1.316 -13.804 6.911
H -0.710 -12.592 4.890
O 8.431 -8.428 -7.125
C 8.190 -9.069 -6.155
O 7.101 -8.879 -5.362
C 7.106 -9.927 -4.392
C 8.552 -10.323 -4.361
F 8.694 -11.645 -4.091
O 8.977 -10.085 -5.690
H 6.456 -10.737 -4.729
H 6.751 -9.572 -3.430
H 9.166 -9.739 -3.670

The calculated total energy is -170761.20513 eV. As for the net charge: 0. The SMILES is [H]/N=C(/N)NCCCCc1ccc2c(c1)C(=O)c1c(N)cc(CCCCCOC)cc1C2=O.O=C1OC[C@@H](F)O1.O=C1OC[C@@H](F)O1.O=C1OC[C@@H](F)O1.O=C1OC[C@@H](F)O1.O=C1OC[C@@H](F)O1.O=C1OC[C@@H](F)O1.O=C1OC[C@@H](F)O1.O=C1OC[C@@H](F)O1.O=C1OC[C@@H](F)O1.O=C1OC[C@@H](F)O1.O=C1OC[C@@H](F)O1. The HOMO-LUMO gap is 0.295 Eh.

=====

Computed, not measured: an isolated molecule of C11H10Br2F13O4P, with the ωB97M-V functional and the def2-TZVPD basis.

CARTESIAN COORDINATES (ANGSTROEM)
C 6.440 1.164 0.574
C 5.722 0.801 -0.720
Br 4.429 2.231 -1.066
C 4.939 -0.538 -0.618
Br 5.989 -1.913 0.260
O 3.766 -0.371 0.168
P 2.468 -1.091 -0.408
O 1.884 -0.470 -1.599
O 2.846 -2.607 -0.690
O 1.566 -1.050 0.876
C 0.295 -1.705 0.743
C -0.797 -0.722 0.381
C -1.165 0.209 1.520
F -0.922 -0.385 2.725
F -0.425 1.348 1.491
C -2.664 0.610 1.566
F -2.896 1.166 2.774
F -3.432 -0.494 1.482
C -3.075 1.664 0.484
F -2.177 1.737 -0.514
F -3.136 2.872 1.076
C -4.478 1.416 -0.138
F -5.380 1.204 0.836
F -4.821 2.561 -0.768
C -4.509 0.275 -1.204
F -4.390 0.827 -2.423
F -3.479 -0.574 -1.038
C -5.819 -0.561 -1.196
F -5.888 -1.233 -2.363
F -6.898 0.215 -1.086
F -5.780 -1.453 -0.200
H 5.771 0.993 1.406
H 6.669 2.220 0.552
H 7.357 0.601 0.669
H 6.390 0.744 -1.565
H 4.692 -0.846 -1.624
H 2.622 -2.757 -1.614
H 0.334 -2.443 -0.050
H 0.059 -2.232 1.655
H -0.452 -0.108 -0.440
H -1.657 -1.305 0.086

The calculated total energy is -204463.95615 eV. As for the net charge: 0. The SMILES is C[C@H](Br)[C@@H](Br)O[P@@](=O)(O)OCCC(F)(F)C(F)(F)C(F)(F)C(F)(F)C(F)(F)C(F)(F)F. The HOMO-LUMO gap is 0.390 Eh.

=====

Computed, not measured: C8H17ClINO3PPm as an isolated structure, with the ωB97M-V functional and the def2-TZVPD basis.

CARTESIAN COORDINATES (ANGSTROEM)
C 0.010 0.739 -2.203
C -1.355 0.160 -2.444
H 0.500 0.934 -3.172
H 0.655 0.060 -1.625
H -0.079 1.692 -1.674
O -2.394 0.786 -2.664
I -1.956 -0.488 0.288
Pm 0.897 -0.367 2.001
P -1.363 -1.677 -2.873
C -3.077 -2.179 -2.931
C -0.741 -1.735 -4.561
H 0.678 -2.326 -1.724
H -0.295 -3.721 -2.304
H -0.799 -2.823 -0.838
C -0.343 -2.723 -1.834
H 0.353 -1.804 -4.580
H -1.160 -2.630 -5.041
H -3.192 -2.867 -3.779
H -3.706 -1.291 -3.079
H -1.063 -0.850 -5.126
H -3.359 -2.686 -2.004
C 0.450 1.790 0.946
O 0.168 2.832 0.530
Cl 2.815 -0.698 0.424
C 0.367 2.154 5.171
C 1.559 1.954 4.319
N 2.545 2.856 4.294
O 1.650 0.935 3.533
H 0.582 2.903 5.943
H 0.061 1.212 5.657
H -0.473 2.525 4.565
H 3.348 2.685 3.696
H 2.525 3.670 4.900

The calculated total energy is -62659.21555 eV. As for the net charge: +2. The spin multiplicity is 5. Its expectation value of S² is 6.01. The HOMO-LUMO gap (alpha / beta) is 0.270 / 0.283 Eh.

=====

Computed, not measured: a 2-piece molecular cluster, C7H14N2O2S overall, with the ωB97M-V functional and the def2-TZVPD basis.

CARTESIAN COORDINATES (ANGSTROEM)
C -1.312 0.183 -1.692
C -1.880 0.931 -0.494
C 1.234 -2.039 0.785
C -0.125 -2.586 0.217
C -0.454 0.490 -0.521
C 0.007 -1.249 0.976
C 0.594 1.648 -0.411
N 2.031 1.131 -0.499
N 0.489 2.167 0.971
O -1.667 -2.053 2.681
O 0.047 -0.334 3.403
S -0.889 -0.576 2.323
H -1.773 -0.773 -1.487
H -1.254 0.487 -2.772
H -2.020 2.011 -0.499
H -2.558 0.411 0.251
H 1.611 -2.543 1.685
H 1.870 -1.714 0.034
H -0.331 -2.557 -0.782
H -0.598 -3.465 0.740
H 0.358 2.340 -1.231
H 2.028 0.252 -0.978
H 2.659 1.734 -0.945
H -1.926 -2.025 3.622
H 1.434 2.499 1.085
H 0.361 1.299 1.462

The calculated total energy is -25389.98295 eV. As for the net charge: 0. The HOMO-LUMO gap is 0.337 Eh.

=====

Computed, not measured: an isolated molecule of C20H30N2O5S, with the ωB97M-V functional and the def2-TZVPD basis.

CARTESIAN COORDINATES (ANGSTROEM)
C -7.850 -0.807 2.843
S -6.128 -0.912 2.318
C -5.659 0.844 2.479
C -5.152 1.178 3.873
C -4.670 1.243 1.365
O -4.492 2.635 1.351
C -3.303 0.590 1.570
O -2.393 1.242 2.068
N -3.188 -0.698 1.208
C -1.974 -1.460 1.408
C -1.181 -1.664 0.116
O -2.090 -2.376 -0.728
C -0.783 -0.339 -0.537
C 0.329 0.373 0.235
N 1.474 -0.512 0.396
C 2.566 -0.522 -0.430
O 3.340 -1.461 -0.460
C 2.772 0.719 -1.297
C 4.089 0.731 -2.022
C 4.372 -0.212 -3.008
C 5.579 -0.183 -3.680
C 6.539 0.782 -3.383
C 7.850 0.764 -4.120
O 8.603 1.923 -3.804
C 6.263 1.721 -2.403
C 5.045 1.691 -1.732
C 1.153 -1.729 1.127
C 0.063 -2.510 0.393
H -8.250 -1.819 2.829
H -7.925 -0.418 3.857
H -8.430 -0.187 2.161
H -6.564 1.418 2.266
H -4.910 2.240 3.945
H -5.912 0.953 4.621
H -4.260 0.599 4.114
H -5.089 0.933 0.404
H -3.654 2.794 1.817
H -3.956 -1.143 0.731
H -1.379 -0.937 2.153
H -2.238 -2.445 1.797
H -1.665 -2.533 -1.577
H -0.428 -0.555 -1.552
H -1.659 0.305 -0.630
H 0.618 1.287 -0.274
H -0.033 0.664 1.223
H 1.948 0.776 -2.014
H 2.692 1.607 -0.666
H 3.645 -0.980 -3.240
H 5.783 -0.924 -4.446
H 8.404 -0.141 -3.841
H 7.654 0.713 -5.198
H 9.460 1.857 -4.233
H 6.999 2.477 -2.167
H 4.842 2.432 -0.967
H 2.057 -2.323 1.215
H 0.826 -1.448 2.131
H -0.221 -3.403 0.957
H 0.471 -2.849 -0.565

The calculated total energy is -45281.29027 eV. As for the net charge: 0. The SMILES is CS[C@@H](C)[C@@H](O)C(=O)NCC1(O)CCN(C(=O)Cc2ccc(CO)cc2)CC1. The HOMO-LUMO gap is 0.341 Eh.

=====

Computed, not measured: a 3-piece molecular cluster, C24H49Cl2N3O2P overall, with the ωB97M-V functional and the def2-TZVPD basis.

CARTESIAN COORDINATES (ANGSTROEM)
C -0.248 -2.111 1.202
C -1.333 -2.379 0.742
C -2.642 -2.684 0.184
P -3.999 -2.694 1.624
N -5.030 -3.844 0.675
C -4.986 -1.108 0.909
Cl -5.344 -1.083 -0.874
C -4.462 0.299 1.215
C -3.072 0.633 0.704
Cl -4.551 0.607 2.990
H 0.556 -1.901 1.854
H -2.604 -3.692 -0.238
H -2.846 -1.978 -0.622
H -5.006 -2.760 2.682
H -3.264 -3.800 2.222
H -3.196 -1.772 2.395
H -4.755 -3.913 -0.297
H -6.004 -3.564 0.697
H -5.975 -1.170 1.367
H -5.174 1.016 0.805
H -2.952 1.716 0.654
H -2.305 0.247 1.371
H -2.933 0.236 -0.299
C -4.201 4.618 -3.718
C -3.600 4.928 -2.326
C -3.317 6.429 -2.151
C -2.036 6.941 -2.809
C -0.844 6.050 -2.468
C -1.094 4.583 -2.812
N -2.338 4.154 -2.097
O -2.131 3.881 -0.875
C -1.193 4.401 -4.330
C 0.053 3.709 -2.323
C -4.610 4.489 -1.272
H -3.699 3.780 -4.194
H -5.249 4.338 -3.619
H -4.150 5.473 -4.394
H -3.262 6.642 -1.079
H -4.182 6.977 -2.534
H -2.159 7.025 -3.892
H -1.841 7.954 -2.450
H 0.054 6.383 -2.996
H -0.632 6.126 -1.398
H -1.410 3.362 -4.579
H -0.228 4.660 -4.769
H -1.942 5.029 -4.803
H 0.234 3.840 -1.260
H 0.958 3.978 -2.871
H -0.161 2.655 -2.502
H -4.764 3.410 -1.305
H -5.560 4.985 -1.484
H -4.294 4.755 -0.267
C 6.687 -4.469 3.319
C 6.442 -4.113 1.833
C 6.469 -2.593 1.602
C 5.191 -1.845 1.984
C 3.954 -2.529 1.408
C 3.866 -4.003 1.796
N 5.137 -4.668 1.350
O 5.140 -4.957 0.113
C 3.629 -4.142 3.304
C 2.694 -4.670 1.097
C 7.555 -4.751 1.012
H 5.959 -5.188 3.684
H 7.669 -4.926 3.438
H 6.650 -3.593 3.968
H 6.669 -2.412 0.542
H 7.322 -2.188 2.154
H 5.108 -1.744 3.069
H 5.254 -0.828 1.592
H 3.043 -2.028 1.740
H 3.973 -2.454 0.317
H 3.600 -5.193 3.595
H 2.657 -3.704 3.534
H 4.366 -3.635 3.920
H 2.732 -4.542 0.018
H 1.768 -4.221 1.455
H 2.665 -5.739 1.314
H 7.512 -5.839 1.077
H 8.512 -4.415 1.416
H 7.500 -4.471 -0.036

The calculated total energy is -68576.24957 eV. As for the net charge: -1. The spin multiplicity is 3. Its expectation value of S² is 2.01. The HOMO-LUMO gap (alpha / beta) is 0.228 / 0.228 Eh.

=====

Computed, not measured: a 2-piece molecular cluster, C5H16NO overall, with the ωB97M-V functional and the def2-TZVPD basis.

CARTESIAN COORDINATES (ANGSTROEM)
C 0.251 0.363 1.598
C -0.682 -0.271 0.582
C -0.081 -1.430 -0.274
C 1.179 -2.068 0.306
C 0.095 -1.061 -1.763
N -1.168 0.878 -0.294
H 0.578 -0.413 2.294
H 1.166 0.748 1.169
H -0.286 1.076 2.220
H -1.585 -0.594 1.015
H -0.825 -2.226 -0.181
H 1.538 -2.861 -0.343
H 2.013 -1.363 0.409
H 0.973 -2.356 1.336
H 0.605 -1.917 -2.208
H -0.831 -0.830 -2.273
H 0.898 -0.326 -1.831
H -0.440 1.323 -0.859
H -1.751 0.511 -1.049
H -1.627 1.602 0.236
H 0.770 3.811 0.093
H -0.710 4.049 -0.215
O -0.081 3.354 0.030

The calculated total energy is -8975.89540 eV. As for the net charge: +1. The HOMO-LUMO gap is 0.443 Eh.

=====

Computed, not measured: C18H17Br2KN3O7 as an isolated structure, with the ωB97M-V functional and the def2-TZVPD basis.

CARTESIAN COORDINATES (ANGSTROEM)
K -0.633 1.108 -0.305
O -2.129 -3.538 -0.412
C -0.950 -4.182 -0.374
C -0.971 -5.569 -0.529
C 0.205 -6.293 -0.490
C 1.422 -5.645 -0.296
C 1.438 -4.270 -0.140
C 0.271 -3.510 -0.175
C 0.310 -2.016 0.019
O -0.774 -1.356 -0.136
N 1.511 -1.545 0.293
N 1.546 -0.191 0.590
C 2.638 0.386 0.293
C 2.856 1.835 0.548
C 4.124 2.366 0.337
C 4.333 3.717 0.547
C 3.267 4.502 0.956
C 2.036 3.886 1.134
N 1.825 2.590 0.939
H -1.884 -2.571 -0.313
H -1.928 -6.052 -0.678
H 0.173 -7.370 -0.612
H 2.345 -6.208 -0.268
H 2.366 -3.737 0.014
H 3.437 -0.186 -0.184
H 4.926 1.718 0.007
H 5.311 4.151 0.385
H 3.375 5.565 1.121
H 1.170 4.465 1.438
O -4.143 -1.063 0.061
C -3.481 0.111 0.107
O -2.881 0.499 1.068
C -3.598 0.824 -1.229
O -2.905 2.036 -1.182
C -2.672 2.669 -2.459
C -1.172 2.978 -2.710
O -0.936 4.113 -3.140
O -0.378 2.025 -2.484
H -3.912 -1.538 0.875
H -4.662 0.960 -1.460
H -3.192 0.147 -1.993
H -3.245 3.595 -2.491
H -3.010 2.009 -3.265
Br -1.299 3.134 2.701
C -0.123 1.691 3.248
Br -0.902 0.532 4.598
H 0.770 2.132 3.668
H 0.127 1.094 2.379

The calculated total energy is -194158.27610 eV. As for the net charge: -1. The HOMO-LUMO gap is 0.277 Eh.

=====

Computed, not measured: an isolated molecule of C5H7N, with the ωB97M-V functional and the def2-TZVPD basis.

CARTESIAN COORDINATES (ANGSTROEM)
C -1.248 -0.233 0.689
C -0.767 0.997 0.479
C 0.620 1.205 -0.084
N 1.136 0.011 -0.758
C 0.638 -1.243 -0.420
C -0.465 -1.414 0.328
H -2.247 -0.371 1.094
H -1.352 1.883 0.715
H 0.607 2.029 -0.808
H 1.322 1.509 0.712
H 1.340 0.121 -1.741
H 1.220 -2.082 -0.796
H -0.803 -2.411 0.590

The calculated total energy is -6787.45186 eV. As for the net charge: 0. The SMILES is C1=CCNC=C1. The HOMO-LUMO gap is 0.315 Eh.